Record 1
The following is a quantum chemistry calculation of a molecular structure, C15H10N4O10S4Ti in a non-equilibrium geometry, from the Open Molecules 2025 dataset.

```
! wB97M-V def2-TZVPD RIJCOSX def2/J DEFGRID3
* xyz -2 3
Ti 0.78108 -0.23980 1.06548
O -1.93177 2.53862 2.14217
C -1.15417 1.96430 1.39426
O -0.27230 1.09364 1.84480
C -1.17861 2.19225 -0.08885
C -1.88953 3.31546 -0.53937
C -1.93270 3.56308 -1.87924
C -1.31346 2.75701 -2.83944
C -0.62407 1.60953 -2.42748
C -0.56969 1.31587 -1.01319
O 0.01463 0.24883 -0.57281
N -0.02269 0.83193 -3.40524
O -0.07686 1.26282 -4.61999
O 0.49295 -0.32291 -3.14890
N -2.68814 4.75093 -2.34457
O -2.75384 4.95579 -3.54676
O -3.29833 5.41856 -1.52232
H -2.37620 3.95709 0.17811
H -1.35016 2.98439 -3.88941
C 3.18940 -1.00316 -1.67128
C 2.42562 -2.12873 -1.06606
N 1.53583 -2.00678 -0.12807
C 0.92902 -3.20884 0.18326
C 1.39068 -4.26965 -0.50198
S 2.58840 -3.75271 -1.59766
C -0.19092 -3.14935 1.15289
C -0.87459 -4.17576 1.69145
S -2.09555 -3.56841 2.70766
C -1.63053 -1.96309 2.36616
N -0.62992 -1.88647 1.53893
C -2.30740 -0.79785 3.00625
H 2.91906 -0.07889 -1.17299
H 2.90903 -0.90982 -2.72045
H 4.26251 -1.16827 -1.55574
H 1.05961 -5.29451 -0.44961
H -0.70080 -5.23106 1.55525
H -3.03327 -1.13910 3.74441
H -2.81400 -0.18516 2.26081
H -1.56523 -0.15065 3.47143
O 2.53223 0.62427 1.05198
S 3.06149 0.50974 2.50776
O 4.49319 0.31300 2.44788
O 2.61523 1.62768 3.30153
S 2.07478 -1.20381 3.08897
*
```

Computed properties:
- DFT total energy: -3991.37243 Ha
- Highest occupied orbital energy (spin up / spin down): 0.111 / -2.889 eV
- ⟨S²⟩: 2.027
- E_LUMO (spin up / spin down): 3.447 / 3.445 eV
- Orbital gap (spin up / spin down): 3.34 / 6.33 eV

The molecule's Löwdin atomic charges, reported in e, are given here: 0.79 0.04 -0.53 -0.16 -0.05 0.03 -0.17 0.05 -0.10 -0.22 -0.15 -0.39 -0.15 -0.11 -0.36 0.03 0.02 0.12 0.10 -0.05 -0.58 0.01 -0.31 -0.35 1.07 -0.31 -0.35 1.07 -0.61 0.00 -0.05 0.07 0.08 0.08 0.07 0.07 0.07 0.09 0.09 -0.52 0.11 -0.41 -0.39 0.28

---

Record 2
The following is a quantum chemistry calculation of 8 unconnected molecules or ions with the total composition C6H28NO7S in a non-equilibrium geometry, from the Open Molecules 2025 dataset.

```
! wB97M-V def2-TZVPD RIJCOSX def2/J DEFGRID3
* xyz -1 1
C -2.23491 0.04612 -1.10654
N -2.54420 -0.12738 0.30862
C -1.58124 0.37646 1.32139
C -1.97583 0.28173 2.75556
S -0.49086 -0.32855 3.62274
C -1.77266 -1.30129 -1.64551
C 0.18737 -3.12761 -1.19840
C -0.42847 -1.64566 -0.87774
H -3.01502 0.53931 -1.79595
H -1.37362 0.86132 -1.35845
H -3.47981 0.11271 0.58481
H -0.58951 -0.20505 1.34275
H -1.46320 1.52160 1.23675
H -2.33211 1.17302 3.18382
H -2.65558 -0.37303 3.20615
H -2.60527 -2.00691 -1.34880
H -1.51502 -1.19818 -2.73482
H -0.55972 -3.96714 -0.95524
H 1.02352 -3.32828 -0.59566
H 0.41472 -3.32504 -2.32567
H 0.17081 -0.83347 -0.94593
H -0.73176 -1.69887 0.15930
H 0.96179 0.37626 2.35494
H 2.38855 1.29658 2.52855
O 1.79232 0.97175 1.83378
H 3.26654 -0.30378 -1.95050
H 2.88590 0.31140 -3.29754
O 3.07811 -0.46057 -2.82148
H 0.54483 3.54391 1.55673
H 0.94236 2.24795 0.99297
O 0.97339 3.20819 0.77695
H 1.00016 1.19659 -4.05737
H 1.03256 -0.27161 -4.41241
O 0.52429 0.62942 -4.72710
H -2.05858 -2.40277 1.81456
H -0.59846 -2.75518 1.66449
O -1.53234 -3.06083 1.46986
H 0.60737 2.19360 -1.03022
H 0.65966 3.56477 -1.90901
O 0.43837 2.61041 -1.78756
H 3.57821 2.03364 -0.89450
H 3.77949 1.05080 0.35840
O 3.75319 0.97860 -0.61808
*
```

Computed properties:
- DFT total energy: -1224.93444 Ha
- ΔE to the lowest compared entry with this formula, charge and spin: 354.19 kJ/mol
- Highest occupied orbital energy: -3.945 eV
- E_LUMO: 2.619 eV
- Orbital gap: 6.56 eV

The molecule's Löwdin atomic charges, reported in e, are given here: -0.28 -0.07 -0.35 -0.67 0.37 -0.20 -0.09 -0.22 0.12 0.13 0.10 0.03 0.13 0.02 0.01 0.12 0.11 0.07 0.02 0.08 0.05 0.02 -0.02 0.03 -0.24 -0.06 -0.01 -0.01 0.03 -0.01 -0.10 0.01 0.11 -0.15 -0.04 0.06 -0.07 -0.08 0.07 -0.03 0.15 0.02 -0.14

---

Record 3
The following is a quantum chemistry calculation of 2 unconnected molecules or ions with the total composition C6H10 in a non-equilibrium geometry, from the Open Molecules 2025 dataset.

```
! wB97M-V def2-TZVPD RIJCOSX def2/J DEFGRID3
* xyz 0 1
C -1.01613 -0.23646 -0.90899
C -1.01018 0.99987 0.01533
C 0.40306 1.26337 0.41766
C 1.15727 0.17079 0.79989
C 0.78656 -1.11528 0.65028
C -0.38311 -1.46658 -0.24293
H -0.44730 0.01722 -1.81171
H -2.03880 -0.46564 -1.22728
H -1.60212 0.79799 0.92087
H -1.46025 1.87000 -0.47322
H 0.82438 2.26178 0.47989
H 2.44499 1.38023 -0.02244
H 2.28421 0.61168 0.83977
H 1.28309 -1.91463 1.19284
H -1.13105 -1.97844 0.38332
H -0.09463 -2.19593 -1.01330
*
```

Computed properties:
- DFT total energy: -234.42547 Ha
- ΔE to the lowest compared entry with this formula, charge and spin: 464.81 kJ/mol
- Highest occupied orbital energy (spin up / spin down): -8.086 / -7.451 eV
- E_LUMO (spin up / spin down): -0.059 / -0.030 eV
- Orbital gap (spin up / spin down): 8.03 / 7.42 eV

The molecule's Löwdin atomic charges, reported in e, are given here: -0.20 -0.19 -0.12 -0.26 -0.09 -0.20 0.12 0.11 0.13 0.11 0.07 0.15 0.05 0.10 0.11 0.11

---

Record 4
The following is a quantum chemistry calculation of a molecular structure, C48H44BrN7S2Sr, from the Open Molecules 2025 dataset.

```
! wB97M-V def2-TZVPD RIJCOSX def2/J DEFGRID3
* xyz 0 1
Sr -0.32852 -0.66800 -0.06948
C -0.33795 2.90001 -2.39257
C 0.23253 1.53877 -2.04318
C 1.71014 1.16058 -2.08064
N 1.72673 -0.24789 -1.67656
C 2.06161 -1.20445 -2.49944
C 2.52529 -0.99655 -3.83564
C 3.24970 -1.80148 -4.68609
C 3.74324 -3.09031 -4.51516
C 3.41489 -3.91594 -3.45455
C 2.52265 -3.72649 -2.41420
C 1.74746 -2.60299 -2.01438
N 0.74793 -2.69291 -1.16970
C 0.22933 -4.00504 -0.84641
C -1.06136 -3.95828 -0.02432
C -2.33704 -3.41067 -0.67627
N -2.38501 -1.95708 -0.79117
C -3.47315 -1.39915 -1.25726
C -4.63800 -2.17376 -1.56248
C -5.84958 -1.89923 -2.16053
C -6.35568 -0.72307 -2.69917
C -5.68490 0.48523 -2.66584
C -4.46764 0.83161 -2.10576
C -3.45310 0.11021 -1.41222
N -2.41304 0.72279 -0.88580
C -2.36233 2.18159 -0.93690
C -1.86966 2.80481 -2.26699
H 0.04520 3.65859 -1.70020
H -0.05758 3.21250 -3.40152
H -0.08466 1.41696 -1.00795
H -0.30647 0.78744 -2.63150
H 2.17114 1.37883 -3.04537
H 2.25636 1.74763 -1.33299
H 2.31569 -0.01434 -4.23603
H 3.50394 -1.32586 -5.62966
H 4.39119 -3.48861 -5.28475
H 3.87902 -4.89854 -3.46666
H 2.37355 -4.60226 -1.79452
H 0.05268 -4.58019 -1.76763
H 0.96004 -4.58986 -0.26387
H -1.27913 -4.98955 0.26919
H -0.88693 -3.42088 0.91085
H -2.47859 -3.87763 -1.66131
H -3.16480 -3.76448 -0.04717
H -4.54931 -3.21007 -1.27713
H -6.50556 -2.76273 -2.23137
H -7.32811 -0.75546 -3.17244
H -6.19512 1.31781 -3.14308
H -4.22749 1.87171 -2.26847
H -3.33346 2.61715 -0.67479
H -1.67190 2.51542 -0.15045
H -2.25119 2.20239 -3.09719
H -2.30948 3.80062 -2.36624
S 6.54190 2.31931 1.71319
C 7.69316 1.60138 0.67416
C 7.10032 0.82095 -0.27000
C 5.68635 0.80463 -0.15386
C 5.23359 1.57872 0.88042
C 3.84042 1.79283 1.28161
C 2.89792 0.77113 1.04744
N 1.62256 0.86564 1.33667
C 1.17647 2.00379 1.90080
C 2.02059 3.09000 2.17699
C 1.46876 4.29488 2.72883
C 0.14398 4.40663 2.95799
C -0.74786 3.31762 2.67688
C -2.14093 3.42097 2.82403
C -2.94545 2.35150 2.50253
C -2.30603 1.16068 2.10177
N -1.01060 1.04018 1.93581
C -0.23203 2.10963 2.18514
C -4.40873 2.39847 2.50103
C -5.24286 1.72908 1.64603
C -6.61089 2.02047 1.88055
C -6.78968 2.89994 2.90351
S -5.30115 3.37963 3.59360
C 3.38099 2.95743 1.85655
H 8.74439 1.79081 0.81557
H 7.64947 0.28279 -1.02812
H 5.03051 0.26839 -0.82632
H 3.21714 -0.15153 0.57718
H 2.13889 5.11936 2.93867
H -0.27384 5.32465 3.35254
H -2.57286 4.36356 3.14153
H -2.90386 0.28178 1.89172
H -4.89001 1.08526 0.85059
H -7.42208 1.60091 1.30433
H -7.71705 3.28829 3.29112
H 4.05197 3.79010 2.03599
C 4.28894 -2.51013 2.49809
C 2.84806 -2.39901 2.90118
C 2.43467 -2.43131 4.23086
C 1.09634 -2.29423 4.54622
C 0.20786 -2.10405 3.49673
Br -1.64214 -1.94593 3.88205
N 0.56218 -2.05590 2.23343
C 1.85867 -2.22332 1.94782
H 4.83043 -3.20184 3.14313
H 4.78708 -1.53927 2.56225
H 4.38041 -2.86005 1.46978
H 3.16036 -2.57555 5.02280
H 0.74331 -2.33296 5.56573
H 2.10679 -2.21524 0.88841
*
```

Computed properties:
- DFT total energy: -5639.97698 Ha
- ΔE to the lowest compared entry with this formula, charge and spin: 0.00 kJ/mol
- Highest occupied orbital energy: -6.203 eV
- E_LUMO: -0.660 eV
- Orbital gap: 5.54 eV

Results of the Löwdin charge analysis, in e, for atoms 1 through 99: 1.36 -0.18 -0.24 -0.22 -0.06 -0.24 -0.04 -0.11 -0.14 -0.11 -0.05 -0.26 -0.10 -0.26 -0.20 -0.25 -0.09 -0.25 -0.04 -0.11 -0.14 -0.11 -0.05 -0.25 -0.07 -0.25 -0.18 0.11 0.11 0.02 0.13 0.10 0.10 0.08 0.10 0.09 0.10 0.08 0.12 0.11 0.11 0.06 0.13 0.11 0.07 0.10 0.09 0.10 0.07 0.11 0.09 0.11 0.11 1.05 -0.41 -0.17 -0.11 -0.50 -0.20 -0.09 0.10 -0.15 -0.13 -0.02 -0.01 -0.13 0.04 -0.20 -0.12 0.06 -0.16 -0.50 -0.10 -0.17 -0.41 1.05 0.04 0.07 0.11 0.12 0.11 0.12 0.12 0.12 0.11 0.11 0.11 0.06 0.12 -0.03 -0.24 -0.01 -0.09 -0.74 0.79 -0.01 -0.12 0.08 0.08

---

Record 5
The following is a quantum chemistry calculation of a single C6H7Br molecule in a non-equilibrium geometry, from the Open Molecules 2025 dataset.

```
! wB97M-V def2-TZVPD RIJCOSX def2/J DEFGRID3
* xyz 0 1
C -1.96423 -0.59018 -0.02677
C -0.56641 -0.06339 0.00960
C -0.18550 1.22663 0.00154
C 1.25133 1.39500 0.00490
C 1.87535 0.21951 0.00795
Br 3.66909 -0.25640 -0.00736
C 0.58645 -0.99476 0.03110
H -1.95210 -1.67539 0.01035
H -2.46812 -0.27457 -0.94099
H -2.54047 -0.22183 0.81932
H -0.85566 2.06890 -0.00692
H 1.74674 2.35232 -0.00833
H 0.70966 -1.55942 0.94624
H 0.69387 -1.62643 -0.84062
*
```

Computed properties:
- DFT total energy: -2806.78354 Ha
- ΔE to the lowest compared entry with this formula, charge and spin: 0.00 kJ/mol
- Highest occupied orbital energy: -8.150 eV
- E_LUMO: 1.009 eV
- Orbital gap: 9.16 eV
- SMILES: CC1=CC=C(Br)C1

The molecule's Löwdin atomic charges, reported in e, are given here: -0.05 -0.33 -0.07 -0.16 -0.68 0.71 -0.07 0.07 0.08 0.08 0.11 0.10 0.11 0.11

---

Record 6
The following is a quantum chemistry calculation of 2 unconnected molecules or ions with the total composition C4H5O3S in a non-equilibrium geometry, from the Open Molecules 2025 dataset.

```
! wB97M-V def2-TZVPD RIJCOSX def2/J DEFGRID3
* xyz -1 3
C -2.42538 -0.24416 -0.19436
C 1.24739 -0.58628 0.28296
C 1.41687 0.92393 0.42966
C -0.83563 -0.10697 -0.07901
O -2.98729 -1.33331 -0.16801
O -2.90358 0.86681 -0.08304
O -0.11229 -0.93433 0.54199
S -0.33921 1.51751 0.09325
H 1.19373 -0.76639 -0.77827
H 1.90222 -1.12497 0.98005
H 1.72452 1.31093 1.42016
H 2.20451 1.23310 -0.34603
H -0.08583 -0.75587 -2.09935
*
```

Computed properties:
- DFT total energy: -779.18178 Ha
- ΔE to the lowest compared entry with this formula, charge and spin: 76.94 kJ/mol
- Highest occupied orbital energy (spin up / spin down): -1.919 / -4.383 eV
- ⟨S²⟩: 2.006
- E_LUMO (spin up / spin down): 3.364 / 2.365 eV
- Orbital gap (spin up / spin down): 5.28 / 6.75 eV

The molecule's Löwdin atomic charges, reported in e, are given here: -0.78 -0.26 -0.41 -0.70 -0.04 -0.09 -0.11 0.92 0.04 0.13 0.06 0.09 0.17

---

Question: Which value of DFT total energy does entry 6 give?
Answer: -779.18178 Ha